C13H21AgFN2O3SSi as an isolated structure in a non-equilibrium geometry. Source: OMol25; level of theory: ωB97M-V with the def2-TZVPD basis set.

The geometry in XYZ format:
```
43
Properties=species:S:1:pos:R:3:nbo_charge:R:1
Ag 1.801 -0.465 -1.749 0.88
C 1.409 -1.292 3.345 -1.13
Si 1.271 -1.412 1.444 1.82
C 2.813 -2.345 0.857 -1.13
C -0.155 -2.654 1.200 -1.12
N 1.022 -0.023 0.495 -1.23
C 1.049 1.287 0.824 0.13
C 1.264 1.807 2.128 -0.29
C 1.222 3.158 2.417 -0.21
C 0.963 4.101 1.431 -0.30
C 0.760 3.649 0.132 -0.29
C 0.814 2.303 -0.135 0.36
F 0.597 1.932 -1.435 -0.37
H 1.488 -2.287 3.788 0.22
H 0.531 -0.805 3.777 0.22
H 2.292 -0.723 3.649 0.22
H 2.884 -3.335 1.317 0.21
H 3.724 -1.787 1.085 0.24
H 2.782 -2.475 -0.227 0.24
H 0.052 -3.585 1.735 0.22
H -0.254 -2.901 0.140 0.22
H -1.112 -2.265 1.557 0.21
H 1.481 1.104 2.920 0.20
H 1.398 3.482 3.437 0.19
H 0.917 5.157 1.662 0.20
H 0.571 4.335 -0.684 0.21
O 4.183 0.082 -1.798 -0.54
N 3.712 -0.989 -2.245 0.18
O 3.177 -0.902 -3.410 -0.60
O -0.498 -0.854 -2.375 -1.01
S -1.494 -0.502 -1.319 1.28
C -2.330 1.031 -1.913 -0.60
C -3.821 0.776 -1.787 -0.41
C -4.050 -0.613 -2.377 -0.41
C -2.996 -1.517 -1.749 -0.60
H -2.010 1.158 -2.948 0.24
H -1.976 1.868 -1.313 0.25
H -4.413 1.541 -2.292 0.22
H -4.097 0.775 -0.728 0.20
H -3.921 -0.576 -3.461 0.21
H -5.060 -0.975 -2.171 0.21
H -2.647 -2.309 -2.409 0.25
H -3.343 -1.955 -0.812 0.22
```

For the total energy, the calculation gives -48373.0984 eV. As for the total charge: -1. The HOMO energy comes out at -3.81 eV.